Run a
Entry from OMol25: a cluster of 8 separate species, C32H48O24 in total (ωB97M-V/def2-TZVPD).

SMILES string	C[C@H]1COC(=O)O1.C[C@H]1COC(=O)O1.C[C@H]1COC(=O)O1.C[C@H]1COC(=O)O1.C[C@H]1COC(=O)O1.C[C@H]1COC(=O)O1.C[C@H]1COC(=O)O1.C[C@H]1COC(=O)O1
HOMO energy	-10.2399	eV
orbital gap	10.15	eV

Structure (XYZ):
```
104
C32H48O24, DFT ωB97M-V/def2-TZVPD
C 6.668 -2.031 1.421
C 6.118 -0.721 1.888
C 6.546 0.541 1.112
O 5.304 1.186 0.841
C 4.265 0.409 1.184
O 3.132 0.660 0.936
O 4.697 -0.726 1.802
H 7.719 -1.941 1.133
H 6.185 -2.383 0.505
H 6.556 -2.796 2.185
H 6.483 -0.588 2.912
H 7.023 0.248 0.173
H 7.207 1.203 1.661
C -1.058 -2.355 -0.207
C -0.231 -1.092 -0.140
C 1.106 -1.085 -0.894
O 1.115 0.199 -1.538
C -0.135 0.700 -1.581
O -0.434 1.650 -2.238
O -0.972 -0.031 -0.833
H -0.843 -2.946 -1.096
H -2.120 -2.120 -0.194
H -0.869 -2.965 0.674
H -0.080 -0.737 0.878
H 1.333 -1.894 -1.584
H 1.896 -0.993 -0.150
C 2.933 -2.285 5.490
C 2.258 -1.804 4.227
C 2.338 -2.798 3.041
O 0.968 -2.891 2.596
C 0.171 -2.139 3.361
O -0.995 -1.976 3.202
O 0.881 -1.561 4.369
H 2.611 -1.590 6.270
H 4.019 -2.280 5.422
H 2.646 -3.301 5.763
H 2.788 -0.919 3.868
H 2.635 -3.836 3.182
H 2.934 -2.357 2.244
C -1.404 0.826 -5.521
C -1.012 -0.357 -6.344
C 0.389 -0.914 -6.073
O 0.206 -2.324 -5.994
C -1.098 -2.595 -5.773
O -1.549 -3.675 -5.570
O -1.835 -1.468 -5.852
H -0.820 1.712 -5.789
H -1.195 0.665 -4.463
H -2.457 1.078 -5.628
H -1.184 -0.312 -7.418
H 0.855 -0.533 -5.163
H 1.051 -0.699 -6.911
C -3.660 3.561 -2.858
C -4.699 2.965 -3.736
C -6.141 3.475 -3.477
O -6.574 3.924 -4.758
C -5.646 3.642 -5.697
O -5.791 3.801 -6.864
O -4.508 3.187 -5.131
H -3.798 3.324 -1.803
H -3.657 4.653 -2.935
H -2.633 3.264 -3.080
H -4.814 1.883 -3.606
H -6.186 4.292 -2.759
H -6.797 2.665 -3.165
C 3.413 4.848 -0.650
C 2.332 5.221 -1.641
C 1.031 4.408 -1.617
O 0.035 5.390 -1.828
C 0.553 6.636 -1.636
O -0.104 7.621 -1.637
O 1.887 6.568 -1.489
H 3.176 5.269 0.327
H 4.369 5.257 -0.976
H 3.494 3.762 -0.592
H 2.739 5.110 -2.653
H 0.850 3.860 -0.687
H 1.081 3.605 -2.351
C -3.843 -6.200 5.280
C -2.874 -6.719 4.236
C -3.547 -7.327 3.020
O -2.783 -6.812 1.917
C -2.068 -5.751 2.332
O -1.527 -4.971 1.618
O -2.101 -5.651 3.687
H -3.323 -5.852 6.168
H -4.611 -6.943 5.492
H -4.371 -5.346 4.847
H -2.157 -7.403 4.695
H -4.573 -7.017 2.806
H -3.530 -8.416 3.043
C -0.616 1.490 3.897
C -0.483 2.002 2.495
C -1.780 2.256 1.728
O -1.492 3.407 0.958
C -0.500 4.102 1.566
O -0.181 5.221 1.342
O 0.048 3.341 2.553
H -0.851 0.429 3.987
H -1.389 2.065 4.408
H 0.342 1.584 4.412
H 0.192 1.397 1.877
H -2.583 2.431 2.455
H -2.099 1.435 1.090
```

Atomic partial charges in e from the Löwdin method, atoms 1 to 2:
1 C -0.028
2 C -0.328

---

Run b
Entry from OMol25: a cluster of 8 separate species, C32H48O24 in total (ωB97M-V/def2-TZVPD).

SMILES string	C[C@H]1COC(=O)O1.C[C@H]1COC(=O)O1.C[C@H]1COC(=O)O1.C[C@H]1COC(=O)O1.C[C@H]1COC(=O)O1.C[C@H]1COC(=O)O1.C[C@H]1COC(=O)O1.C[C@H]1COC(=O)O1
HOMO energy	-10.7428	eV
orbital gap	10.76	eV

Structure (XYZ):
```
104
C32H48O24, DFT ωB97M-V/def2-TZVPD
C 1.771 -4.363 -2.284
C 2.777 -3.624 -1.431
C 2.391 -2.199 -0.994
O 2.292 -2.263 0.418
C 2.565 -3.529 0.838
O 2.417 -3.885 1.960
O 2.919 -4.318 -0.194
H 1.926 -5.437 -2.220
H 1.874 -4.057 -3.329
H 0.726 -4.151 -2.052
H 3.672 -3.464 -2.040
H 1.436 -1.882 -1.425
H 3.089 -1.425 -1.316
C -3.252 -1.235 7.130
C -2.541 -0.897 5.841
C -2.359 0.588 5.560
O -1.111 0.645 4.880
C -0.406 -0.491 5.150
O 0.670 -0.726 4.704
O -1.146 -1.317 5.919
H -4.327 -1.329 6.971
H -3.134 -0.437 7.862
H -2.862 -2.178 7.506
H -2.891 -1.483 4.988
H -2.294 1.188 6.468
H -3.165 0.957 4.927
C -1.094 -1.360 -2.770
C -1.943 -2.272 -3.657
C -2.151 -1.828 -5.111
O -1.156 -2.546 -5.831
C -0.697 -3.577 -5.092
O 0.026 -4.439 -5.472
O -1.210 -3.503 -3.843
H -1.523 -1.175 -1.788
H -1.026 -0.395 -3.273
H -0.103 -1.751 -2.555
H -2.868 -2.535 -3.148
H -2.017 -0.761 -5.264
H -3.122 -2.179 -5.461
C 2.217 1.289 -3.673
C 3.011 2.337 -2.921
C 3.316 3.603 -3.728
O 2.429 4.571 -3.191
C 2.038 4.167 -1.959
O 1.492 4.833 -1.146
O 2.326 2.851 -1.782
H 1.180 1.608 -3.763
H 2.276 0.360 -3.109
H 2.543 1.151 -4.704
H 3.950 1.894 -2.583
H 3.120 3.414 -4.790
H 4.348 3.960 -3.782
C 1.497 2.002 8.747
C 2.138 2.676 7.570
C 3.149 1.892 6.702
O 2.630 1.955 5.397
C 1.530 2.722 5.356
O 0.958 2.998 4.352
O 1.120 3.065 6.587
H 0.837 1.173 8.505
H 0.894 2.757 9.255
H 2.297 1.727 9.437
H 2.482 3.670 7.860
H 3.262 0.883 7.094
H 4.105 2.411 6.769
C -2.334 -3.090 -0.090
C -0.939 -3.134 0.532
C -0.879 -3.065 2.059
O -0.701 -4.467 2.414
C -0.390 -5.185 1.304
O -0.158 -6.345 1.317
O -0.279 -4.361 0.235
H -2.155 -3.123 -1.158
H -2.824 -2.167 0.214
H -2.890 -3.978 0.214
H -0.321 -2.348 0.089
H -1.861 -2.806 2.455
H -0.051 -2.546 2.537
C 0.600 0.799 1.497
C -0.739 1.265 1.030
C -0.980 2.789 0.926
O -1.334 2.991 -0.452
C -1.058 1.907 -1.179
O -0.802 1.874 -2.346
O -0.802 0.858 -0.367
H 0.846 -0.259 1.430
H 0.805 1.124 2.522
H 1.370 1.310 0.906
H -1.577 0.802 1.554
H -0.136 3.406 1.221
H -1.900 3.033 1.452
C -0.180 3.001 -5.681
C -1.373 2.491 -6.457
C -2.790 2.773 -5.906
O -3.306 3.691 -6.839
C -2.628 3.587 -8.012
O -2.956 4.096 -9.025
O -1.458 2.938 -7.806
H 0.030 4.017 -6.027
H 0.740 2.433 -5.775
H -0.458 3.041 -4.627
H -1.261 1.403 -6.509
H -2.894 3.123 -4.880
H -3.271 1.787 -5.849
```

Atomic partial charges in e from the Löwdin method, atoms 1 to 2:
1 C -0.011
2 C -0.292

---

Short version: run a is the most stable of them.

---

Run a
Entry from OMol25: a cluster of 2 separate species, C7H6O3 in total (ωB97M-V/def2-TZVPD).

HOMO energy (spin up / spin down)	-8.3372 / -8.3379	eV
orbital gap (spin up / spin down)	7.02 / 7.02	eV

Structure (XYZ):
```
16
C7H6O3, DFT ωB97M-V/def2-TZVPD
C 1.992 1.897 -0.886
C 1.016 2.117 -1.825
C 1.451 0.765 -1.861
C 2.718 2.079 0.182
C -0.970 -0.419 0.183
C -0.982 -0.418 1.638
C -1.601 -1.667 -0.411
O 1.877 -0.291 -2.157
O 3.397 2.317 1.107
O -0.533 0.543 -0.405
H -0.455 0.397 1.974
H -0.595 -1.301 2.133
H -2.031 -0.258 2.026
H -1.939 -2.239 0.354
H -0.817 -2.039 -0.999
H -2.528 -1.482 -1.052
```

Atomic partial charges in e from the Löwdin method, atoms 1 to 2:
1 C -0.155
2 C 0.156

---

Run b
Entry from OMol25: a structure of composition C7H6O3 (ωB97M-V/def2-TZVPD).

HOMO energy	-9.6036	eV
orbital gap	9.43	eV

Structure (XYZ):
```
16
C7H6O3, DFT ωB97M-V/def2-TZVPD
C -1.205 0.577 0.693
C -0.697 1.843 0.472
C -1.094 -0.448 -0.205
C 0.057 2.148 -0.663
C -0.185 -0.198 -1.168
C 0.377 1.050 -1.424
C 0.455 -0.612 -2.415
O 1.067 0.615 -2.625
O 0.699 -1.618 -3.036
O -0.288 -3.592 -0.716
H -1.721 0.441 1.683
H -0.805 2.516 1.364
H -1.523 -1.483 -0.023
H 0.531 3.168 -0.842
H -0.336 -3.043 -1.448
H -0.644 -4.502 -0.853
```

Atomic partial charges in e from the Löwdin method, atoms 1 to 2:
1 C -0.103
2 C -0.080

---

Run c
Entry from OMol25: an isolated molecule of C7H6O3 (ωB97M-V/def2-TZVPD).

SMILES string	CC1=CC(=O)[C@H]2O[C@H]2C1=O
HOMO energy	-10.1360	eV
orbital gap	8.54	eV

Structure (XYZ):
```
16
C7H6O3, DFT ωB97M-V/def2-TZVPD
O -1.828 0.307 2.470
O 2.837 0.180 -0.198
O -0.215 -1.790 0.395
C -0.780 0.252 1.757
C 1.638 0.054 0.093
C -0.416 1.331 0.939
C 0.841 1.331 0.210
C 1.172 2.541 -0.623
C -0.119 -1.081 1.615
C 1.065 -1.270 0.645
H -1.159 2.113 0.742
H 2.092 2.367 -1.386
H 1.415 3.397 -0.005
H 0.345 2.634 -1.375
H -0.191 -1.768 2.506
H 1.771 -2.132 0.683
```

Atomic partial charges in e from the Löwdin method, atoms 1 to 2:
1 O 0.069
2 O 0.086

---

Run d
Entry from OMol25: a structure of composition C7H6O3 (ωB97M-V/def2-TZVPD).

HOMO energy	-8.1465	eV
orbital gap	8.33	eV

Structure (XYZ):
```
16
C7H6O3, DFT ωB97M-V/def2-TZVPD
C 0.273 2.314 -1.499
C -0.558 1.780 0.161
C 0.602 1.326 0.834
C 1.592 -1.071 1.170
C 0.648 -0.119 0.570
C -0.593 -0.408 -0.063
C -1.180 -1.688 -0.741
O 0.665 1.532 -2.255
O 1.393 -2.250 1.138
O -1.302 0.661 -0.270
H -1.211 2.600 0.471
H 1.470 1.901 1.234
H 2.393 -0.644 1.755
H -2.134 -1.768 -0.261
H -1.334 -1.588 -1.778
H -0.725 -2.577 -0.465
```

Atomic partial charges in e from the Löwdin method, atoms 1 to 2:
1 C -0.026
2 C -0.238

---

Short version: run b is the most stable of them.

---

Run a
Entry from OMol25: a structure of composition C24H26N2O6PPt (ωB97M-V/def2-TZVPD).

charge	-1
HOMO energy (spin up / spin down)	-4.2779 / -4.2771	eV
orbital gap (spin up / spin down)	6.94 / 6.94	eV

Structure (XYZ):
```
60
C24H26N2O6PPt, DFT ωB97M-V/def2-TZVPD
Pt -0.324 -0.373 0.219
C -1.287 -1.584 4.077
C 0.093 -1.298 3.593
N 0.479 -1.107 2.345
C 1.822 -0.912 2.365
C 2.295 -1.003 3.634
N 1.184 -1.247 4.404
C 3.639 -0.866 4.239
O 4.611 -0.631 3.396
O 3.767 -0.968 5.445
C 2.506 -0.705 1.071
O 3.762 -0.664 1.074
O 1.753 -0.650 0.056
H -1.950 -1.718 3.224
H -1.673 -0.759 4.681
H -1.291 -2.488 4.691
H 1.227 -1.346 5.406
H 4.252 -0.581 2.425
O -4.067 0.060 2.306
C -2.948 0.128 1.794
O -2.367 -0.798 1.112
C -2.134 1.421 2.022
P -1.479 2.013 0.406
C -2.845 3.160 -0.076
C -3.354 3.040 -1.368
C -4.416 3.832 -1.797
C -4.981 4.755 -0.930
C -4.486 4.882 0.363
C -3.430 4.089 0.788
C -0.174 3.238 0.916
C 1.044 2.763 1.418
C 2.033 3.624 1.871
C 1.832 4.998 1.815
C 0.654 5.491 1.277
C -0.336 4.622 0.828
H -1.269 1.180 2.646
H -2.762 2.146 2.530
H -2.912 2.308 -2.038
H -4.807 3.717 -2.801
H -5.810 5.373 -1.257
H -4.935 5.593 1.047
H -3.053 4.198 1.798
H 1.217 1.703 1.422
H 2.967 3.221 2.250
H 2.595 5.678 2.178
H 0.502 6.563 1.206
H -1.237 5.031 0.391
C 0.050 -2.604 -2.036
C -0.551 -1.316 -2.606
C -0.087 -1.127 -4.053
C -0.168 -0.078 -1.795
H -0.158 -3.460 -2.687
H -0.361 -2.821 -1.050
H 1.135 -2.498 -1.930
H -1.641 -1.412 -2.605
H 1.005 -1.027 -4.084
H -0.519 -0.223 -4.493
H -0.372 -1.981 -4.674
H -0.753 0.783 -2.119
H 0.892 0.148 -1.915
```

Atomic partial charges in e from the Löwdin method, atoms 1 to 2:
1 Pt 0.940
2 C 0.009

---

Run b
Entry from OMol25: a structure of composition C24H26N2O6PPt (ωB97M-V/def2-TZVPD).

charge	-1
HOMO energy	-5.5922	eV
orbital gap	8.02	eV

Structure (XYZ):
```
60
C24H26N2O6PPt, DFT ωB97M-V/def2-TZVPD
Pt -0.769 0.714 -1.114
C -1.077 2.341 1.813
C -1.078 0.856 1.837
N -1.062 0.055 0.789
C -1.058 -1.254 1.259
C -1.058 -1.210 2.633
N -1.074 0.114 2.956
C -1.014 -2.183 3.798
O -1.046 -3.409 3.514
O -1.076 -1.640 4.906
C -1.068 -2.427 0.323
O -0.966 -3.617 0.861
O -1.138 -2.263 -0.876
H -1.434 2.676 0.841
H -0.067 2.730 1.959
H -1.721 2.738 2.598
H -1.081 0.400 3.925
H -0.888 -3.614 1.904
O 0.772 1.418 -4.873
C 0.579 1.050 -3.726
O -0.450 1.384 -3.012
C 1.634 0.111 -3.090
P 1.398 0.009 -1.283
C 1.896 -1.630 -0.679
C 1.791 -2.755 -1.495
C 1.963 -4.025 -0.967
C 2.225 -4.192 0.384
C 2.316 -3.082 1.209
C 2.149 -1.811 0.680
C 2.676 1.149 -0.644
C 3.989 0.785 -0.367
C 4.907 1.735 0.062
C 4.524 3.061 0.206
C 3.217 3.435 -0.075
C 2.296 2.483 -0.487
H 2.623 0.480 -3.359
H 1.513 -0.865 -3.556
H 1.526 -2.653 -2.537
H 1.856 -4.889 -1.611
H 2.330 -5.186 0.799
H 2.485 -3.203 2.271
H 2.199 -0.953 1.340
H 4.299 -0.247 -0.476
H 5.923 1.435 0.284
H 5.241 3.800 0.541
H 2.912 4.468 0.031
H 1.269 2.766 -0.696
C -4.226 -0.283 -0.663
C -3.782 1.136 -0.318
C -4.972 2.095 -0.380
C -2.658 1.594 -1.245
H -4.951 -0.667 0.060
H -3.374 -0.963 -0.703
H -4.699 -0.292 -1.650
H -3.423 1.132 0.719
H -5.344 2.166 -1.406
H -4.687 3.101 -0.061
H -5.796 1.756 0.255
H -2.494 2.675 -1.119
H -2.979 1.465 -2.286
```

Atomic partial charges in e from the Löwdin method, atoms 1 to 2:
1 Pt 0.981
2 C -0.002

---

Short version: run b is the most stable of them.